[1]
Entry from the OMol25 dataset: a structure of composition C28H94FNO20Pd at a distorted geometry (wB97M-V/def2-TZVPD).

CARTESIAN COORDINATES (ANGSTROEM)
1 Pd -0.676 0.403 -4.350
2 C 0.520 2.371 -1.003
3 C 0.304 1.006 -0.386
4 C -0.770 1.297 0.669
5 C -1.365 0.076 1.309
6 C -1.845 -0.926 0.267
7 C -0.796 -1.236 -0.861
8 N -0.170 0.002 -1.414
9 O 0.664 -0.169 -2.504
10 C -1.692 -1.854 -1.991
11 C 0.156 -2.336 -0.342
12 C 1.604 0.576 0.368
13 H 1.042 2.983 -0.267
14 H -0.355 2.974 -1.244
15 H 1.164 2.363 -1.883
16 H -1.557 1.950 0.290
17 H -0.312 1.895 1.458
18 H -2.183 0.382 1.961
19 H -0.613 -0.461 1.888
20 H -2.755 -0.572 -0.218
21 H -2.047 -1.874 0.766
22 H -2.510 -2.440 -1.572
23 H -1.090 -2.537 -2.592
24 H -2.047 -1.123 -2.717
25 H 0.555 -2.134 0.652
26 H 1.024 -2.518 -0.977
27 H -0.367 -3.285 -0.231
28 H 1.290 -0.214 1.050
29 H 2.098 1.382 0.909
30 H 2.303 0.043 -0.277
31 F -2.889 0.297 -4.681
32 C 1.679 6.164 0.342
33 O 2.891 6.097 1.093
34 H 1.215 7.149 0.387
35 H 1.826 5.892 -0.703
36 H 0.999 5.486 0.858
37 H 3.603 6.215 0.459
38 C -5.281 -0.004 2.342
39 O -6.083 0.823 1.549
40 H -5.282 0.381 3.362
41 H -5.645 -1.029 2.266
42 H -4.242 -0.030 2.011
43 H -5.665 1.686 1.598
44 C 2.026 0.250 4.119
45 O 1.915 -0.020 5.486
46 H 1.381 -0.384 3.510
47 H 1.779 1.265 3.804
48 H 3.051 0.038 3.814
49 H 2.542 0.523 5.971
50 C -1.319 -1.923 -6.387
51 O -0.682 -1.664 -5.162
52 H -0.603 -2.225 -7.152
53 H -1.890 -2.840 -6.242
54 H -1.995 -1.130 -6.704
55 H -0.332 -2.527 -4.916
56 C 0.569 -3.445 3.568
57 O 1.488 -4.513 3.340
58 H 0.633 -3.108 4.603
59 H 0.649 -2.566 2.928
60 H -0.485 -3.726 3.569
61 H 2.307 -4.342 3.810
62 C 5.822 -1.547 0.432
63 O 4.955 -0.455 0.170
64 H 5.283 -2.469 0.215
65 H 6.664 -1.512 -0.260
66 H 6.190 -1.467 1.455
67 H 4.551 -0.711 -0.664
68 C -3.568 -3.624 4.274
69 O -3.088 -2.635 3.388
70 H -4.648 -3.523 4.164
71 H -3.259 -4.616 3.946
72 H -3.306 -3.515 5.326
73 H -2.937 -3.031 2.527
74 C 2.402 -5.306 0.363
75 O 3.490 -5.824 -0.460
76 H 1.785 -4.495 -0.022
77 H 1.845 -6.186 0.685
78 H 2.857 -4.975 1.297
79 H 3.772 -5.025 -0.912
80 C 1.419 -4.386 -3.653
81 O 0.287 -4.075 -4.463
82 H 2.317 -4.203 -4.244
83 H 1.409 -3.706 -2.802
84 H 1.483 -5.433 -3.358
85 H 0.040 -4.884 -4.917
86 C -1.529 -0.049 5.256
87 O -2.902 -0.186 5.030
88 H -1.277 0.834 5.842
89 H -1.233 -0.948 5.799
90 H -0.959 -0.016 4.326
91 H -3.022 -1.044 4.614
92 C 1.870 3.943 3.352
93 O 2.009 5.373 3.443
94 H 1.960 3.425 4.306
95 H 0.852 3.796 2.989
96 H 2.555 3.506 2.625
97 H 2.403 5.617 2.599
98 C 3.759 -1.217 -3.513
99 O 3.491 -1.292 -2.113
100 H 3.482 -2.126 -4.050
101 H 3.153 -0.439 -3.976
102 H 4.794 -0.992 -3.770
103 H 2.600 -0.949 -2.005
104 C 4.529 2.856 0.657
105 O 4.707 1.796 1.587
106 H 5.310 2.779 -0.099
107 H 3.543 2.954 0.199
108 H 4.629 3.827 1.143
109 H 4.709 0.994 1.054
110 C -1.660 4.813 1.917
111 O -2.835 5.333 2.466
112 H -0.821 5.447 2.204
113 H -1.533 3.809 2.324
114 H -1.775 4.803 0.833
115 H -2.717 5.842 3.271
116 C -4.850 0.302 -1.602
117 O -4.910 -0.626 -2.668
118 H -3.883 0.803 -1.662
119 H -5.658 1.018 -1.758
120 H -4.977 -0.149 -0.618
121 H -4.230 -0.474 -3.329
122 C -1.242 -5.589 -1.611
123 O -1.536 -6.405 -0.473
124 H -0.195 -5.290 -1.550
125 H -1.432 -6.228 -2.474
126 H -1.867 -4.698 -1.574
127 H -1.034 -7.223 -0.507
128 C 3.455 2.822 -3.351
129 O 3.616 2.131 -4.582
130 H 4.344 3.353 -3.014
131 H 2.603 3.503 -3.375
132 H 3.185 2.028 -2.653
133 H 2.756 2.048 -5.002
134 C -4.414 3.595 0.138
135 O -4.372 3.239 1.475
136 H -5.181 3.041 -0.404
137 H -4.662 4.646 -0.015
138 H -3.496 3.353 -0.400
139 H -3.903 3.940 1.938
140 C -1.969 3.206 -3.427
141 O -0.815 2.593 -3.904
142 H -2.466 3.682 -4.273
143 H -2.604 2.403 -3.053
144 H -1.631 3.929 -2.684
145 H -0.229 3.350 -3.985

Cartesian forces, eV/Å:
-0.9 -0.2 -0.1
1.0 0.9 -0.7
0.0 1.3 0.0
-0.2 -0.3 0.4
-0.1 -0.7 -0.2
0.6 0.9 -0.3
-2.1 -1.0 -0.6
2.7 -0.6 -0.4
-2.1 0.3 3.0
1.3 -0.2 -0.3
0.6 0.4 0.2
-0.9 -1.4 -0.7
0.1 0.0 0.2
-0.4 -0.6 -0.1
-0.1 -0.2 0.0
-0.2 -0.2 -0.4
0.3 0.1 0.0
0.1 -0.2 0.2
0.1 0.2 0.4
0.0 0.0 0.1
-0.2 -0.1 -0.2
-0.1 0.2 0.1
0.1 -0.1 0.0
-0.3 0.2 0.3
0.0 0.2 0.1
-0.1 0.2 -0.3
-0.3 0.1 -0.2
0.2 0.2 0.4
-0.2 0.0 -0.1
0.2 0.5 -0.2
0.7 0.1 0.4
-0.4 -0.1 0.5
0.2 0.3 -1.1
0.2 0.2 0.0
0.0 -0.2 0.1
-0.1 -0.1 -0.4
0.3 0.1 0.3
0.3 -0.2 0.3
-0.3 0.1 -0.5
0.1 -0.5 0.3
-0.2 0.1 0.3
0.2 0.1 -0.1
0.0 0.4 -0.1
0.8 0.0 -1.0
-0.8 -0.1 0.5
-0.2 -0.3 0.5
0.0 0.3 0.3
0.1 0.1 -0.4
0.0 0.0 -0.1
-0.6 -1.2 -0.5
0.2 0.7 -0.1
0.3 0.6 -0.3
-0.6 0.1 -0.1
0.3 0.1 0.3
0.5 0.0 0.8
-0.3 0.2 1.4
-0.8 0.2 -0.5
0.5 0.3 0.1
0.5 -0.1 -0.3
0.1 -0.8 -0.7
-0.1 0.2 0.1
0.2 0.2 -0.3
0.1 -0.3 0.0
0.1 -0.3 0.5
0.3 0.0 0.1
-0.1 -0.2 -0.1
-0.6 0.4 -0.5
-1.3 -0.6 -0.7
1.2 0.7 0.2
-0.2 -0.6 0.6
0.0 -0.1 0.1
0.4 0.6 -0.2
0.0 0.0 0.0
1.2 -1.3 1.3
-1.2 1.2 -0.2
0.1 -0.3 -0.5
-0.5 0.2 -0.4
-0.1 0.4 0.0
0.6 -0.2 -0.3
0.7 0.4 -0.4
-0.2 -0.7 0.2
0.2 0.2 0.1
0.0 -0.2 0.1
-0.4 0.1 0.3
-0.2 0.1 -0.2
0.5 -0.8 0.2
-0.7 0.7 -0.1
-0.3 0.0 0.0
0.7 0.1 0.2
0.1 0.1 -0.2
-0.1 0.0 -0.3
-0.8 0.8 -0.4
0.1 -1.1 0.6
0.2 0.4 0.1
-0.2 -0.6 0.0
0.2 0.0 0.1
0.4 0.4 0.1
-0.5 0.2 -0.8
0.5 -0.2 -0.3
0.0 -0.3 0.3
0.1 0.2 0.1
0.1 0.0 0.6
-0.4 0.1 0.0
0.6 0.3 0.4
-0.7 1.1 0.0
-0.1 0.2 -0.4
-0.3 -0.6 -0.2
0.4 -0.1 0.4
0.1 -0.6 0.0
0.6 0.1 0.6
-1.5 0.5 0.0
0.3 -0.2 -0.2
0.4 -0.2 -0.3
0.1 -0.1 0.0
0.3 -0.2 0.0
0.2 0.1 -1.1
-0.5 -1.0 0.6
0.1 0.4 0.3
0.0 0.3 0.3
0.0 -0.2 -0.1
0.4 0.6 -0.4
0.3 -1.1 0.7
-0.4 0.4 0.5
0.1 0.1 -0.4
0.0 0.6 -0.5
-0.1 -0.3 -0.1
0.1 0.1 -0.2
-0.9 -1.1 0.2
0.6 0.6 -0.5
0.1 -0.2 -0.4
0.1 0.3 -0.1
0.2 0.3 0.7
0.0 0.0 0.0
-0.4 0.2 -1.4
-0.2 -0.6 0.5
-0.2 -0.2 0.3
0.2 0.2 0.1
0.4 0.1 0.0
0.0 0.2 0.5
-1.2 -0.1 0.0
1.5 0.0 -0.4
-0.3 0.2 0.2
-0.2 0.3 0.2
-0.7 0.1 0.3
0.7 -0.6 -0.4

Output
- M (g mol⁻¹) = 890.465
- LUMO (alpha / beta) (eV) = -0.17 / -1.52
- spin multiplicity = 3
- HOMO-LUMO gap (alpha / beta) (eV) = 8.35 / 6.67
- total charge = 0
- <S²> = 2.008
- relative energy (zero: lowest compared OMol25 entry of this formula, charge and spin) (kcal per mole) = 0.0
- highest occupied orbital energy (alpha / beta) (eV) = -8.523 / -8.186

***

[2]
Entry from the OMol25 dataset: an isolated molecule of C6H12N2O at a distorted geometry (wB97M-V/def2-TZVPD).

CARTESIAN COORDINATES (ANGSTROEM)
1 C -1.509 0.564 -0.696
2 C 1.546 -1.473 0.589
3 C 1.437 0.168 -1.218
4 N 0.726 -0.471 -0.103
5 N -1.223 1.734 0.114
6 C -0.717 -0.574 -0.081
7 C -0.245 1.959 1.076
8 C -1.390 -1.592 0.491
9 O 0.075 3.104 1.381
10 H -1.760 2.560 -0.118
11 H 0.063 1.103 1.692
12 H -1.228 0.770 -1.732
13 H -2.590 0.396 -0.648
14 H 1.208 -1.601 1.622
15 H 1.486 -2.438 0.074
16 H 0.953 1.094 -1.536
17 H 2.459 0.431 -0.927
18 H 1.484 -0.516 -2.071
19 H 2.599 -1.177 0.620
20 H -2.475 -1.612 0.504
21 H -0.900 -2.430 0.969

Cartesian forces, eV/Å:
0.8 0.1 0.9
-0.8 0.1 -0.2
-0.6 -0.2 0.1
-0.6 0.3 0.3
0.3 0.8 0.4
1.0 -1.2 -0.5
-1.1 1.4 0.4
0.4 0.2 0.0
-0.1 -1.1 -0.3
0.5 0.1 0.0
0.2 -0.1 -0.6
0.0 -0.2 0.0
0.3 -0.4 -0.1
-0.1 0.0 -0.2
0.0 -0.2 0.1
-0.1 -0.1 0.1
-0.3 -0.1 0.1
0.1 0.1 -0.2
-0.3 0.2 -0.1
0.2 0.2 0.0
0.1 0.1 -0.1

Output
- M (g mol⁻¹) = 128.175
- LUMO (eV) = 0.83
- spin multiplicity = 1
- HOMO-LUMO gap (eV) = 9.08
- total charge = 0
- relative energy (zero: lowest compared OMol25 entry of this formula, charge and spin) (kcal per mole) = 35.1
- SMILES = C=C(CNC=O)N(C)C
- highest occupied orbital energy (eV) = -8.246

***

What is the relative energy (zero: lowest compared OMol25 entry of this formula, charge and spin) in the first record?
0.0 kcal per mole

***

What is the formula in the second record?
C6H12N2O